No. 1
Below is a molecular structure, C20H38BeF6N2O12S3 in a non-equilibrium geometry, with properties calculated with ωB97M-V/def2-TZVPD.

CARTESIAN COORDINATES (ANGSTROEM)
Be (-0.26038, -0.58263, -0.67222)
C (-2.24111, -2.33711, 3.47944)
F (-3.47023, -2.03154, 3.07967)
F (-1.64316, -1.39555, 4.21333)
F (-2.32101, -3.40803, 4.30566)
S (-1.13133, -2.93222, 1.99518)
O (0.02544, -3.51260, 2.63203)
O (-2.02571, -3.78453, 1.25057)
O (-0.83101, -1.67620, 1.30304)
C (-2.82321, 2.07019, -3.87418)
F (-2.70582, 3.28255, -3.32124)
F (-3.64833, 1.34411, -3.11799)
F (-3.33117, 2.15690, -5.09693)
S (-1.12506, 1.18740, -3.93849)
O (-0.74330, 0.94995, -2.53144)
O (-1.30778, -0.02195, -4.67765)
O (-0.25649, 2.16345, -4.59604)
S (-1.13337, -2.88356, -2.30067)
O (-1.91678, -1.85429, -1.55233)
O (0.23323, -2.28090, -2.18022)
O (-1.21524, -4.13465, -1.56872)
O (-1.49847, -2.94351, -3.71352)
C (-0.67208, 3.41512, 2.68308)
C (-0.97073, 1.87112, 2.58122)
C (-1.89378, 1.50676, 3.76227)
C (-3.35209, 1.86157, 3.63066)
C (-3.87357, 1.28850, 2.29231)
C (-2.99226, 1.69860, 1.07659)
N (-1.58685, 1.45996, 1.35207)
O (-0.78192, 1.57843, 0.18579)
C (-3.44576, 0.73732, -0.06294)
C (-3.18541, 3.17828, 0.69071)
C (0.37051, 1.08988, 2.79541)
H (-0.30274, 3.83236, 1.74146)
H (0.01095, 3.66376, 3.49518)
H (-1.58850, 3.97900, 2.86232)
H (-1.70352, 0.47631, 4.05760)
H (-1.48351, 2.08232, 4.60197)
H (-3.52116, 2.93729, 3.74727)
H (-3.99182, 1.49050, 4.43683)
H (-4.83434, 1.79649, 2.17247)
H (-3.99581, 0.21143, 2.37227)
H (-4.50746, 0.92640, -0.24232)
H (-2.94826, 0.89166, -1.01831)
H (-3.34019, -0.29536, 0.26896)
H (-4.16551, 3.37054, 0.24237)
H (-3.25620, 3.79418, 1.59192)
H (-2.46145, 3.65830, 0.03212)
H (0.57041, 1.17078, 3.86437)
H (1.17141, 1.53016, 2.20148)
H (0.25930, 0.04951, 2.49119)
H (-0.63796, 2.53478, 0.23707)
C (1.90857, -2.55788, 0.55006)
C (3.03033, -1.93242, -0.29948)
C (3.39222, -3.03336, -1.30092)
C (4.16537, -2.52794, -2.49506)
C (3.45612, -1.38854, -3.15615)
C (3.14702, -0.18990, -2.19819)
N (2.51452, -0.69097, -0.96860)
O (2.06939, 0.36082, -0.11746)
C (4.47874, 0.60522, -1.92932)
C (2.19158, 0.69728, -2.97491)
C (4.22555, -1.66709, 0.61316)
H (1.63575, -1.95539, 1.41462)
H (1.06470, -2.84361, -0.07617)
H (2.36145, -3.45464, 0.97907)
H (3.87474, -3.89033, -0.82559)
H (2.48581, -3.50317, -1.69774)
H (5.10539, -2.10356, -2.11803)
H (4.27184, -3.44718, -3.07509)
H (2.44048, -1.70055, -3.42613)
H (3.89583, -0.96125, -4.05742)
H (5.24713, 0.07927, -1.36159)
H (4.28612, 1.48852, -1.30820)
H (4.83604, 0.97195, -2.89069)
H (1.26457, 0.16424, -3.16638)
H (2.62810, 1.05284, -3.90807)
H (1.92344, 1.57801, -2.38771)
H (4.06389, -0.90140, 1.37695)
H (4.39437, -2.57445, 1.20221)
H (5.20091, -1.53713, 0.13789)
H (2.92065, 0.70134, 0.20430)

Cartesian forces (eV/Å) of the 6 atoms listed first:
-2.0 -2.9 -2.5
1.9 -2.4 -1.3
0.1 0.7 0.5
-0.5 0.4 0.0
-0.5 0.1 0.1
-1.4 -0.3 -0.8

Molar mass ... 717.73 g/mol
Energy relative to the best compared isomer or geometry (same formula, charge and spin) ... 0.0 kcal per mole
Net charge ... -2


No. 2
Below is a molecular structure, C24H55N5O7P2Si4SnTe in a non-equilibrium geometry, with properties calculated with ωB97M-V/def2-TZVPD.

CARTESIAN COORDINATES (ANGSTROEM)
Sn (0.64047, 1.54403, -0.16272)
C (6.47258, 1.54879, 1.59711)
N (5.12695, 2.05286, 1.33322)
C (5.02034, 3.51198, 1.28126)
P (3.83558, 1.10028, 1.62315)
O (2.56423, 1.83954, 1.39327)
O (3.99248, -0.16630, 0.61268)
P (3.30958, -0.24728, -0.82547)
O (1.80248, -0.18212, -0.72940)
N (3.79509, -1.71208, -1.32987)
C (5.15807, -2.21220, -1.13878)
C (3.12101, -2.26875, -2.50991)
N (3.86700, 1.06219, -1.63864)
C (3.08013, 1.69298, -2.70738)
C (5.31222, 1.15249, -1.87039)
N (3.85696, 0.30512, 3.05830)
C (4.76371, -0.80787, 3.34600)
C (3.62066, 1.16643, 4.22449)
H (7.15945, 1.94497, 0.84759)
H (6.50090, 0.46051, 1.53551)
H (6.83124, 1.85291, 2.58389)
H (5.59234, 3.88832, 0.43123)
H (5.42062, 3.96037, 2.19336)
H (3.98161, 3.80602, 1.16516)
H (5.61378, -1.76483, -0.25912)
H (5.78257, -2.00887, -2.01192)
H (5.11613, -3.29071, -0.98738)
H (2.11689, -1.85943, -2.60184)
H (3.04097, -3.34904, -2.39132)
H (3.68239, -2.05831, -3.42398)
H (2.04619, 1.35486, -2.69909)
H (3.49790, 1.44095, -3.68494)
H (3.10736, 2.77722, -2.59201)
H (5.86512, 0.68380, -1.05783)
H (5.60185, 2.20269, -1.91054)
H (5.59058, 0.67740, -2.81460)
H (4.90667, -1.42526, 2.46272)
H (4.31461, -1.42893, 4.12150)
H (5.73428, -0.46032, 3.71044)
H (2.92771, 1.96692, 3.97037)
H (4.55024, 1.60366, 4.60185)
H (3.17917, 0.56626, 5.02036)
C (-1.05683, 0.51395, 4.93427)
Si (-1.28784, -1.02394, 3.91913)
C (0.02780, -2.30326, 4.19399)
C (-3.03791, -1.65503, 3.97143)
Si (-3.22483, -0.20758, 0.41908)
Te (-0.98567, -0.29084, 1.46928)
Si (-4.05498, -2.35715, -0.29711)
C (-5.79553, -2.30218, 0.38502)
C (-4.05566, -2.53925, -2.14312)
C (-2.99324, -3.66829, 0.52327)
Si (-4.46559, 1.79544, 0.83080)
C (-5.97635, 1.22486, 1.77490)
C (-3.34020, 2.90090, 1.82702)
C (-4.89728, 2.46396, -0.85360)
H (-1.10881, 0.26246, 5.99733)
H (-1.83657, 1.24673, 4.72306)
H (-0.09030, 0.98205, 4.74290)
H (-0.01679, -2.66811, 5.22309)
H (1.01683, -1.87266, 4.02420)
H (-0.09319, -3.15373, 3.52216)
H (-3.26387, -1.99653, 4.98582)
H (-3.19954, -2.49722, 3.29743)
H (-3.74974, -0.85941, 3.73572)
H (-6.39546, -1.54591, -0.12485)
H (-5.83204, -2.10667, 1.45824)
H (-6.27422, -3.26981, 0.21015)
H (-4.67138, -1.78876, -2.64042)
H (-4.47929, -3.52367, -2.36425)
H (-3.05665, -2.50533, -2.56297)
H (-3.48751, -4.08909, 1.40031)
H (-2.01356, -3.29408, 0.82615)
H (-2.82553, -4.48421, -0.18346)
H (-5.73981, 0.89537, 2.78829)
H (-6.50278, 0.41979, 1.26207)
H (-6.67475, 2.06222, 1.86230)
H (-3.15577, 2.49414, 2.82212)
H (-3.79450, 3.88764, 1.94479)
H (-2.38011, 3.02941, 1.32133)
H (-5.44927, 1.74078, -1.45571)
H (-3.99866, 2.75451, -1.39896)
H (-5.52722, 3.34912, -0.73365)
O (-0.32533, 1.03283, -2.18750)
C (-1.53049, 0.68998, -2.23177)
O (-2.24450, 0.47553, -1.19615)
C (-2.08517, 0.45865, -3.60263)
C (-3.04553, 1.31415, -4.13180)
C (-3.57445, 1.06514, -5.38783)
C (-3.13479, -0.05035, -6.07464)
C (-2.16980, -0.90492, -5.57763)
C (-1.63693, -0.63670, -4.32865)
N (-3.72485, -0.34630, -7.39971)
O (-3.53946, -1.45740, -7.84699)
O (-4.35307, 0.54072, -7.93401)
H (-3.37890, 2.17619, -3.57075)
H (-4.31679, 1.71115, -5.83282)
H (-1.84248, -1.74462, -6.17436)
H (-0.85295, -1.26593, -3.92663)

Cartesian forces (eV/Å) of the 6 atoms listed first:
0.2 0.7 0.0
0.0 0.0 0.0
-0.1 0.0 0.1
0.0 0.0 -0.1
0.0 -0.1 0.2
-0.2 -0.1 -0.1

Molar mass ... 946.34 g/mol
Energy relative to the best compared isomer or geometry (same formula, charge and spin) ... 19.8 kcal per mole
Net charge ... +2


No. 3
Below is a single C3H6N2O2 molecule in a non-equilibrium geometry, with properties calculated with ωB97M-V/def2-TZVPD.

CARTESIAN COORDINATES (ANGSTROEM)
N (1.49145, -1.65228, 0.64945)
C (0.38467, -0.74914, 0.70194)
C (-0.43715, -0.58687, -0.55563)
O (-0.70162, -1.34252, -1.45337)
N (-0.90293, 0.75603, -0.76541)
C (-0.92978, 1.94612, -0.08187)
O (-1.39359, 2.93249, -0.65952)
H (2.48115, -1.17521, 0.59955)
H (1.34162, -2.13326, -0.26048)
H (0.74994, 0.15265, 1.12160)
H (-0.35525, -1.10964, 1.47689)
H (-1.14582, 0.97495, -1.70979)
H (-0.58269, 1.98670, 0.93665)

Cartesian forces (eV/Å) of the 6 atoms listed first:
2.4 -0.4 -1.9
-1.2 -0.9 1.6
-0.2 2.7 -0.9
0.7 -0.8 0.9
0.5 -0.3 0.5
-1.1 1.3 -1.4

SMILES string ... NCC(=O)NC=O
Molar mass ... 102.09 g/mol
Energy relative to the best compared isomer or geometry (same formula, charge and spin) ... 41.2 kcal per mole
Net charge ... 0


Which of these has the highest net charge?
C24H55N5O7P2Si4SnTe